Arrangement w

The following is a quantum chemistry calculation of the ion C3H8NO2 with charge -1, from the Open Molecules 2025 dataset.

Last columns: bonded neighbours and bond lengths (Å).
Element x y z (Å)
1 N 0.76258 1.59300 0.28081  C2 1.456, H7 1.016, H8 1.001
2 C 0.37172 0.22915 -0.04705  N1 1.456, C3 1.580, C5 1.515, H9 1.117
3 C -0.30708 0.19692 -1.47290  C2 1.580, O4 1.318, H10 1.112, H11 1.178
4 O -0.87446 -0.86244 -2.01357  C3 1.318
5 C -0.37810 -0.65317 0.92947  C2 1.515, O6 1.467, H12 1.090, H13 1.094
6 O 0.31737 -0.83240 2.20866  C5 1.467, H14 0.957
7 H 0.03715 2.22533 -0.04529  N1 1.016
8 H 1.68110 1.90173 0.03110  N1 1.001
9 H 1.37410 -0.26352 -0.04958  C2 1.117
10 H 0.44556 0.70347 -2.11518  C3 1.112
11 H -1.12960 0.99466 -1.19830  C3 1.178
12 H -0.48325 -1.58683 0.37635  C5 1.090
13 H -1.32570 -0.21205 1.25100  C5 1.094
14 H 0.96130 -0.12654 2.14813  O6 0.957

Properties
SMILES string: N[C@H](C[O-])CO
Highest occupied orbital energy, eV: -2.5
Spin multiplicity: 1
Total charge: -1
Lowest unoccupied orbital energy, eV: 4.124

Charges in e, computed with Löwdin, in the same order as the atoms: 0.007 -0.437 -0.546 -0.326 -0.220 -0.121 0.045 0.045 0.135 0.074 0.090 0.107 0.111 0.036

---

Arrangement x

The following is a quantum chemistry calculation of the ion C3H8NO2 with charge -1, from the Open Molecules 2025 dataset.

Last columns: bonded neighbours and bond lengths (Å).
Element x y z (Å)
1 O -1.86740 0.62752 -0.40809  C2 1.337
2 C -1.32081 -0.09014 -1.39485  O1 1.337, N3 1.487, H7 1.106, H8 1.119
3 N 0.16620 -0.09171 -1.38616  C2 1.487, C4 1.452, H9 1.014
4 C 0.67830 -0.63644 -0.14170  N3 1.452, C5 1.536, H10 1.095, H11 1.094
5 C 0.48765 0.22451 1.11558  C4 1.536, O6 1.463, H12 1.092, H13 1.082
6 O 1.63805 -0.05133 1.97687  C5 1.463, H14 0.968
7 H -1.68950 -1.12865 -1.30399  C2 1.106
8 H -1.55678 0.21586 -2.44453  C2 1.119
9 H 0.43581 0.88486 -1.41963  N3 1.014
10 H 1.73469 -0.90857 -0.23634  C4 1.095
11 H 0.13722 -1.55863 0.08874  C4 1.094
12 H -0.47140 0.00254 1.58727  C5 1.092
13 H 0.47799 1.29150 0.93843  C5 1.082
14 H 1.34903 0.22664 2.85764  O6 0.968

Properties
SMILES string: [O-]CNCCO
Highest occupied orbital energy, eV: -2.4
Spin multiplicity: 1
Total charge: -1
Lowest unoccupied orbital energy, eV: 3.757

Charges in e, computed with Löwdin, in the same order as the atoms: -0.342 -0.584 -0.090 -0.256 -0.253 -0.133 0.069 0.065 0.077 0.094 0.104 0.095 0.094 0.059

---

Arrangement y

The following is a quantum chemistry calculation of the ion C3H8NO2 with charge -1, from the Open Molecules 2025 dataset.

Last columns: bonded neighbours and bond lengths (Å).
Element x y z (Å)
1 N 0.10479 0.76177 -1.29306  C2 1.486, H7 1.018, H8 1.012
2 C 0.50172 -0.03551 -0.10299  N1 1.486, C3 1.558, C5 1.500, H9 1.091
3 C 0.61050 0.93482 1.11115  C2 1.558, O4 1.323, H10 1.120, H11 1.137
4 O -0.46855 1.67449 1.30721  C3 1.323
5 C -0.47501 -1.15345 0.11369  C2 1.500, O6 1.444, H12 1.093, H13 1.091
6 O -0.40626 -2.15745 -0.92144  C5 1.444, H14 0.966
7 H -0.10247 1.69761 -0.94994  N1 1.018
8 H 0.87495 0.82873 -1.94546  N1 1.012
9 H 1.50902 -0.41927 -0.27268  C2 1.091
10 H 0.95640 0.29461 1.96270  C3 1.120
11 H 1.53277 1.52882 0.81226  C3 1.137
12 H -0.22234 -1.65113 1.05322  C5 1.093
13 H -1.48427 -0.75250 0.21440  C5 1.091
14 H -0.21012 -1.62979 -1.70675  O6 0.966

Properties
SMILES string: N[C@@H](C[O-])CO
Highest occupied orbital energy, eV: -2.6
Spin multiplicity: 1
Total charge: -1
Lowest unoccupied orbital energy, eV: 4.082

Charges in e, computed with Löwdin, in the same order as the atoms: 0.019 -0.413 -0.551 -0.325 -0.253 -0.112 0.050 0.040 0.119 0.077 0.077 0.108 0.112 0.052

---

Need the numbers? Relative energies in hartree: arrangement w 0.0204; arrangement x 0.0131; arrangement y 0.0000.

---

Arrangement w

The following is a quantum chemistry calculation of a cluster of 2 separate species, C2H9N2O in total, from the Open Molecules 2025 dataset.

Last columns: bonded neighbours and bond lengths (Å).
Element x y z (Å)
1 C -0.54294 1.98475 1.90276  O2 1.438, H3 1.208, H4 1.168, H5 1.134
2 O 0.13328 0.93583 1.18766  C1 1.438
3 H -0.66406 2.99362 1.24885  C1 1.208
4 H -1.56381 1.56528 2.28588  C1 1.168
5 H -0.02697 1.96663 2.91292  C1 1.134
6 N 0.55564 -0.22890 -2.03286  C7 1.501, H9 1.015, H10 1.030
7 C 0.04067 -1.48015 -1.38261  N6 1.501, N8 1.494, H11 1.165, H12 1.123
8 N -0.19323 -1.33358 0.08595  C7 1.494, H13 0.993, H14 1.049
9 H 0.01164 0.56250 -1.70570  N6 1.015
10 H 1.54164 -0.18786 -1.73852  N6 1.030
11 H -0.90327 -2.10586 -1.65410  C7 1.165
12 H 0.81252 -2.29632 -1.37768  C7 1.123
13 H 0.42776 -1.76668 0.72790  N8 0.993
14 H -0.22496 -0.30822 0.30660  N8 1.049

Properties
Highest occupied orbital energy, eV: -2.6
Spin multiplicity: 1
Total charge: -1
Lowest unoccupied orbital energy, eV: 4.470

Charges in e, computed with Löwdin, in the same order as the atoms: -0.384 -0.499 0.059 0.035 0.024 -0.022 -0.383 -0.073 0.042 0.059 0.091 0.076 0.010 -0.034

---

Arrangement x

The following is a quantum chemistry calculation of a cluster of 2 separate species, C2H9N2O in total, from the Open Molecules 2025 dataset.

Last columns: bonded neighbours and bond lengths (Å).
Element x y z (Å)
1 C -1.42360 -0.46239 2.01653  O2 1.335, H3 1.110, H4 1.123, H5 1.134
2 O -1.39088 -1.20939 0.91110  C1 1.335
3 H -1.42128 -1.05119 2.95759  C1 1.110
4 H -2.28923 0.25188 2.06165  C1 1.123
5 H -0.54550 0.24967 2.10110  C1 1.134
6 N -0.34942 0.09589 -1.33498  C7 1.449, H9 1.020, H10 1.047
7 C 0.99787 -0.17840 -0.87661  N6 1.449, N8 1.453, H11 1.088, H12 1.096
8 N 1.99505 0.73732 -1.40380  C7 1.453, H13 1.015, H14 1.021
9 H -0.62699 1.04428 -1.08299  N6 1.020
10 H -0.97486 -0.46655 -0.71201  N6 1.047
11 H 1.26036 -1.16484 -1.25258  C7 1.088
12 H 1.10592 -0.21617 0.21337  C7 1.096
13 H 1.75681 1.69856 -1.17969  N8 1.015
14 H 1.90575 0.67132 -2.41867  N8 1.021

Properties
Highest occupied orbital energy, eV: -2.5
Spin multiplicity: 1
Total charge: -1
Lowest unoccupied orbital energy, eV: 4.437

Charges in e, computed with Löwdin, in the same order as the atoms: -0.495 -0.424 0.025 0.028 0.026 -0.034 -0.426 -0.038 0.043 0.020 0.097 0.092 0.041 0.046

---

Need the numbers? Relative energies in hartree: arrangement w 0.0538; arrangement x 0.0000.

---

Arrangement w

The following is a quantum chemistry calculation of the ion C4H4N with charge +1, from the Open Molecules 2025 dataset.

Last columns: bonded neighbours and bond lengths (Å).
Element x y z (Å)
1 C 0.47803 -0.93086 -1.92713  C2 1.212, H6 1.075
2 C -0.06294 -0.73442 -0.86103  C1 1.212, C3 1.452
3 C -0.61603 -0.52338 0.46440  C2 1.452, N4 1.398, H7 1.103, H8 1.125
4 N -0.04149 0.65105 0.95820  C3 1.398, C5 1.150
5 C 0.55129 1.58525 1.27148  N4 1.150, H9 1.060
6 H 0.71153 -1.01482 -2.97293  C1 1.075
7 H -0.26864 -1.40917 1.02180  C3 1.103
8 H -1.65297 -0.10716 0.33310  C3 1.125
9 H 0.90122 2.48352 1.71211  C5 1.060

Properties
SMILES string: C#CC[N+]#C
Highest occupied orbital energy, eV: -15.0
Spin multiplicity: 1
Total charge: +1
Lowest unoccupied orbital energy, eV: -5.111

Charges in e, computed with Löwdin, in the same order as the atoms: 0.183 -0.115 -0.137 0.136 0.373 0.064 0.173 0.183 0.141

---

Arrangement x

The following is a quantum chemistry calculation of a cluster of 2 separate species, C4H4N in total, from the Open Molecules 2025 dataset.

Last columns: bonded neighbours and bond lengths (Å).
Element x y z (Å)
1 C -2.72435 0.47633 -0.11778  C3 1.175, H6 1.076
2 C 2.38125 1.06587 -0.04168  C4 1.270, H7 1.059
3 C -1.76553 -0.19831 -0.03469  C1 1.175, H8 1.094
4 C 1.73324 -0.02310 -0.12179  C2 1.270, N5 1.202
5 N 0.90786 -0.88672 0.01016  C4 1.202, H9 1.002
6 H -3.63045 0.74303 -0.63370  C1 1.076
7 H 3.30467 1.56513 0.09900  C2 1.059
8 H -1.21892 -0.88093 0.62310  C3 1.094
9 H 1.01223 -1.86131 0.21739  N5 1.002

Properties
Highest occupied orbital energy (alpha / beta), eV: -14.3 / -14.3
Spin multiplicity: 1
Total charge: +1
Lowest unoccupied orbital energy (alpha / beta), eV: -9.296 / -9.354

Charges in e, computed with Löwdin, in the same order as the atoms: 0.035 0.432 -0.045 -0.085 0.326 0.051 0.102 0.028 0.157

---

Need the numbers? Relative energies in hartree: arrangement w 0.0000; arrangement x 0.1680.